Below is C3H2N2S as an isolated structure, with properties calculated with the ωB97M-V functional and the def2-TZVPD basis.

Structure (XYZ):
```
8
Properties=species:S:1:pos:R:3:forces:R:3:nbo_charge:R:1
C 0.307 -0.040 -0.172 2.65 2.01 1.68 -0.015
C -0.660 1.143 0.031 0.98 0.21 -2.06 0.069
C -1.656 -0.710 0.031 -5.74 -1.84 3.14 0.321
H -0.309 2.163 -0.158 -0.48 -0.18 0.65 0.218
H -2.520 -1.584 0.581 2.35 3.23 -2.37 0.215
N -1.862 0.720 0.023 -0.02 0.11 0.62 -0.437
N -0.511 -1.113 -0.133 2.91 -3.55 -0.91 -0.529
S 1.968 -0.012 0.063 -2.64 0.03 -0.75 0.157
```
Forces are in eV/Å.

Values from the calculation:
- energy relative to the best compared isomer or geometry (same formula, charge and spin) (kJ/mol) = 167.1
- total charge = 0


Below is an isolated ion of composition C3H2N3O and charge +1, with properties calculated with the ωB97M-V functional and the def2-TZVPD basis.

Structure (XYZ):
```
9
Properties=species:S:1:pos:R:3:forces:R:3:nbo_charge:R:1
C -0.682 0.951 -0.056 1.42 -3.56 0.24 0.017
C 0.104 -1.236 -0.074 1.06 -3.61 1.87 0.476
C -1.978 0.539 -0.127 1.75 0.02 -0.28 0.407
N -4.164 -0.353 0.073 0.79 0.21 -0.37 0.344
N 0.348 0.064 0.063 -2.12 2.91 -0.75 -0.310
N -3.100 0.048 -0.070 -2.15 -0.56 0.69 -0.051
O -0.865 -1.960 0.056 -0.83 1.97 -0.72 -0.390
H -0.199 1.847 -0.170 -0.25 3.09 -0.05 0.302
H 1.082 -1.724 -0.016 0.34 -0.47 -0.63 0.206
```
Forces are in eV/Å.

Values from the calculation:
- energy relative to the best compared isomer or geometry (same formula, charge and spin) (kJ/mol) = 525.5
- total charge = +1


Below is one molecule with the formula C3H2N4O, with properties calculated with the ωB97M-V functional and the def2-TZVPD basis.

Structure (XYZ):
```
10
Properties=species:S:1:pos:R:3:forces:R:3:nbo_charge:R:1
C -1.354 -0.317 0.069 1.62 -1.21 0.37 0.574
C -0.611 0.925 -0.486 -4.68 0.49 -0.30 0.112
C 1.416 0.282 0.454 0.25 0.12 3.99 0.165
H -1.462 1.539 -1.120 3.06 -0.69 1.18 0.231
H 2.040 0.790 1.249 -0.31 -0.97 -1.38 0.214
N 0.586 1.162 -0.158 0.47 0.21 -1.35 -0.429
N 1.436 -1.063 0.408 7.02 7.60 7.64 -0.194
N 0.782 -1.496 -0.440 -7.54 -5.87 -8.63 0.082
N -0.443 -1.262 -0.612 -1.73 -0.54 -0.41 -0.276
O -2.392 -0.560 0.637 1.84 0.85 -1.10 -0.479
```
Forces are in eV/Å.

Values from the calculation:
- energy relative to the best compared isomer or geometry (same formula, charge and spin) (kJ/mol) = 382.4
- total charge = 0
- SMILES = O=c1cncnnn1


Below is C3H2N4O as an isolated structure, with properties calculated with the ωB97M-V functional and the def2-TZVPD basis.

Structure (XYZ):
```
10
Properties=species:S:1:pos:R:3:forces:R:3:nbo_charge:R:1
C -1.404 -0.527 0.022 -2.33 -0.06 1.65 -0.112
C 0.011 0.851 -0.068 0.54 2.30 -2.20 0.458
C 0.107 -0.530 -0.274 -0.70 -1.04 2.93 0.080
H -2.215 -1.019 -0.551 0.85 0.56 -0.41 0.228
H -1.803 -0.626 1.128 1.63 -0.45 -1.92 0.233
N 1.064 1.682 -0.083 -2.41 -2.91 0.77 -0.207
N 2.133 0.841 0.001 2.85 2.07 -0.20 -0.031
N 2.286 -0.414 0.007 -1.25 -0.61 -0.02 -0.035
N 1.183 -1.256 -0.089 -1.12 1.20 -0.74 -0.165
O -1.361 0.998 -0.093 1.93 -1.06 0.16 -0.449
```
Forces are in eV/Å.

Values from the calculation:
- energy relative to the best compared isomer or geometry (same formula, charge and spin) (kJ/mol) = 364.2
- total charge = 0


Below is one molecule with the formula C3H2N4O, with properties calculated with the ωB97M-V functional and the def2-TZVPD basis.

Structure (XYZ):
```
10
Properties=species:S:1:pos:R:3:forces:R:3:nbo_charge:R:1
C 1.391 -0.602 -0.165 -2.19 1.92 0.88 0.697
C -0.498 0.895 0.312 -0.70 2.35 -0.46 -0.087
C -1.094 -0.295 0.280 -0.87 -1.38 0.39 -0.077
H -1.111 1.688 0.703 0.07 0.17 0.52 0.224
H -2.046 -0.332 0.751 -0.64 -0.39 0.40 0.221
N 1.398 0.670 -0.851 2.39 -0.75 -1.48 -0.138
N 0.476 1.409 -0.530 -0.86 0.03 0.92 -0.096
N -0.770 -1.365 -0.517 2.03 1.71 -0.78 -0.083
N 0.448 -1.317 -0.924 0.04 -2.71 0.31 -0.180
O 1.805 -0.751 0.942 0.71 -0.97 -0.70 -0.480
```
Forces are in eV/Å.

Values from the calculation:
- energy relative to the best compared isomer or geometry (same formula, charge and spin) (kJ/mol) = 270.1
- total charge = 0
- SMILES = O=c1nnccnn1


Below is one molecule with the formula C3H2N4O, with properties calculated with the ωB97M-V functional and the def2-TZVPD basis.

Structure (XYZ):
```
10
Properties=species:S:1:pos:R:3:forces:R:3:nbo_charge:R:1
C -0.093 -0.628 -0.090 2.30 -2.78 0.19 0.222
C 1.388 -0.674 -0.024 0.92 1.10 -0.32 -0.080
C 2.594 -0.436 0.011 -1.77 -0.19 0.54 -0.142
H -1.220 2.275 -0.111 1.97 -0.58 0.29 0.501
H 3.649 -0.172 0.223 -1.37 -0.55 -0.49 0.258
N -0.799 0.484 -0.099 0.35 0.21 0.90 0.104
N -2.063 0.175 0.070 -1.61 0.24 -0.70 -0.111
N -2.188 -1.122 0.029 1.91 0.63 0.42 -0.044
N -0.943 -1.695 -0.022 0.12 2.36 -0.33 -0.244
O -0.324 1.794 0.013 -2.83 -0.43 -0.50 -0.465
```
Forces are in eV/Å.

Values from the calculation:
- energy relative to the best compared isomer or geometry (same formula, charge and spin) (kJ/mol) = 356.1
- total charge = 0
- SMILES = C#Cc1nnnn1O


Below is an isolated ion of composition C3H2NO2S and charge -1, with properties calculated with the ωB97M-V functional and the def2-TZVPD basis.

Structure (XYZ):
```
9
Properties=species:S:1:pos:R:3:forces:R:3:nbo_charge:R:1
C -0.685 1.230 -0.028 3.81 -4.16 0.23 -0.386
C -1.395 0.135 -0.071 -0.93 -0.78 0.42 0.040
C 1.241 -0.111 0.075 0.94 4.33 -0.54 0.655
N 0.570 -1.209 0.010 -0.42 1.28 0.34 -0.361
O 2.456 0.089 0.074 -1.98 -0.41 0.23 -0.667
O -0.798 -1.127 -0.110 -0.13 -2.12 -0.10 -0.363
S -3.077 -0.170 0.062 -0.70 0.48 -0.25 -0.502
H -0.932 2.210 -0.138 -0.12 2.47 -0.07 0.192
H 1.074 -2.048 -0.156 -0.48 -1.09 -0.27 0.392
```
Forces are in eV/Å.

Values from the calculation:
- energy relative to the best compared isomer or geometry (same formula, charge and spin) (kJ/mol) = 506.4
- total charge = -1


Below is C3H2NO2S as an isolated structure, with properties calculated with the ωB97M-V functional and the def2-TZVPD basis.

Structure (XYZ):
```
9
Properties=species:S:1:pos:R:3:forces:R:3:nbo_charge:R:1
C -0.859 1.200 0.121 1.15 0.86 -1.75 -0.134
C -2.402 -0.311 -0.465 0.60 2.53 2.22 0.819
C -1.204 -1.194 0.944 3.49 -0.50 2.38 -0.439
N -1.844 0.865 -0.636 1.88 3.17 -1.16 -0.561
O -2.981 -0.878 -1.286 -3.25 -3.88 -3.98 -0.638
O -2.399 -0.556 0.846 -2.73 -2.32 1.61 -0.555
S 0.037 0.153 1.086 -0.11 -0.41 0.41 0.182
H -0.418 2.139 -0.159 0.03 0.91 0.83 0.173
H -0.734 -1.772 0.151 -1.06 -0.35 -0.56 0.152
```
Forces are in eV/Å.

Values from the calculation:
- energy relative to the best compared isomer or geometry (same formula, charge and spin) (kJ/mol) = 331.2
- total charge = -1


Below is a 2-piece molecular cluster, C3H2NO2Se overall, with properties calculated with the ωB97M-V functional and the def2-TZVPD basis.

Structure (XYZ):
```
9
Properties=species:S:1:pos:R:3:forces:R:3:nbo_charge:R:1
C -0.409 1.057 -1.163 -1.00 2.06 -0.08 0.272
C -1.344 -0.752 0.333 -0.35 -0.67 -0.54 0.795
C -0.286 -0.192 -0.433 0.88 1.42 -0.82 -0.172
N -0.631 2.111 -1.605 0.57 -1.82 0.43 -0.317
O -2.065 -0.979 1.229 -0.49 0.23 0.93 -0.522
O -1.166 -1.258 -0.890 -0.79 -0.97 -0.47 -0.457
Se 2.697 -0.243 0.915 1.00 -2.18 -1.92 -0.951
H 0.737 -0.460 -0.238 0.75 -0.19 0.42 0.307
H 2.466 0.716 1.852 -0.57 2.13 2.05 0.046
```
Forces are in eV/Å.

Values from the calculation:
- energy relative to the best compared isomer or geometry (same formula, charge and spin) (kJ/mol) = 174.7
- total charge = -1


Below is a 2-piece molecular cluster, C3H2NO3 overall, with properties calculated with the ωB97M-V functional and the def2-TZVPD basis.

Structure (XYZ):
```
9
Properties=species:S:1:pos:R:3:forces:R:3:lowdin_spin:R:1
C 0.536 -0.849 1.213 1.36 -2.19 1.04 0.163
C -0.328 -0.358 -0.976 -0.39 -2.77 2.12 0.426
C -0.116 2.254 0.090 0.46 0.40 2.15 0.036
N 0.136 -0.070 0.255 -1.68 2.56 -0.62 0.406
O 1.056 -1.978 1.073 -0.02 -1.50 -0.48 0.304
O -0.227 0.143 -2.076 0.20 1.60 -3.36 0.478
O -0.329 2.488 -0.984 -0.36 0.39 -1.70 0.041
H 0.505 -0.589 2.254 -0.28 1.53 0.61 0.010
H -1.232 -1.042 -0.849 0.70 -0.01 0.25 0.135
```
Forces are in eV/Å.

Values from the calculation:
- energy relative to the best compared isomer or geometry (same formula, charge and spin) (kJ/mol) = 123.3
- total charge = -1
- 2S+1 = 3
- ⟨S²⟩ = 2.023


Below is a 2-piece molecular cluster, C3H2NO3P overall, with properties calculated with the ωB97M-V functional and the def2-TZVPD basis.

Structure (XYZ):
```
10
Properties=species:S:1:pos:R:3:forces:R:3:nbo_charge:R:1
C -3.204 1.443 -0.208 -0.42 1.33 0.09 0.592
C 0.732 -0.725 0.507 0.10 0.24 0.01 -0.266
C -0.469 -0.733 0.415 -0.60 -0.30 0.15 -0.391
N -3.977 2.240 0.075 -1.08 0.70 0.33 -0.502
O -2.312 -1.709 -1.197 0.43 -0.66 -1.50 -1.127
O -3.273 -0.984 1.015 1.30 0.84 0.07 -1.114
O -2.239 0.745 -0.589 0.80 -0.31 -0.59 -0.728
P -2.235 -0.831 -0.042 -0.34 -1.72 1.37 2.315
H 1.796 -0.632 0.544 -0.24 -0.13 0.08 0.222
H 15.181 1.184 -0.519 0.04 0.00 0.00 -1.000
```
Forces are in eV/Å.

Values from the calculation:
- energy relative to the best compared isomer or geometry (same formula, charge and spin) (kJ/mol) = 197.1
- total charge = -2


Below is an isolated ion of composition C3H2NOS2 and charge -1, with properties calculated with the ωB97M-V functional and the def2-TZVPD basis.

Structure (XYZ):
```
9
Properties=species:S:1:pos:R:3:forces:R:3:nbo_charge:R:1
C 0.770 1.824 0.190 2.14 -1.93 -0.48 -0.669
C 0.397 -1.118 0.288 2.97 -1.49 -1.32 -0.476
C -1.807 -0.162 0.025 -0.64 -2.30 0.15 0.206
N -0.878 -0.927 0.051 -3.15 2.48 -0.02 -0.418
O 2.843 0.102 0.345 -2.38 -0.29 -1.16 -0.970
S -3.371 0.245 0.026 0.37 0.77 -0.13 -0.198
S 1.415 0.306 -0.186 2.45 1.58 2.96 1.225
H -0.057 1.780 -0.458 -2.21 0.21 -0.74 0.117
H 0.687 -2.051 -0.281 0.45 0.97 0.73 0.183
```
Forces are in eV/Å.

Values from the calculation:
- energy relative to the best compared isomer or geometry (same formula, charge and spin) (kJ/mol) = 665.8
- total charge = -1


Below is an isolated ion of composition C3H2NOS2 and charge -1, with properties calculated with the ωB97M-V functional and the def2-TZVPD basis.

Structure (XYZ):
```
9
Properties=species:S:1:pos:R:3:forces:R:3:nbo_charge:R:1
C 0.448 -0.854 0.532 -0.79 -0.83 -0.03 -0.108
C 1.344 0.258 0.282 0.39 1.15 -0.58 0.345
C -1.057 0.309 -0.661 -0.22 1.41 -0.55 -0.311
N -0.705 -0.870 -0.033 1.55 -1.78 0.41 -0.309
O 2.492 0.394 0.652 -0.03 -0.25 0.19 -0.601
S -2.317 0.812 0.485 -0.89 1.01 0.24 -0.513
S 0.482 1.404 -0.766 -0.26 -0.31 0.19 0.109
H 0.749 -1.658 1.186 0.14 -0.16 0.07 0.185
H -1.435 0.204 -1.678 0.13 -0.23 0.06 0.204
```
Forces are in eV/Å.

Values from the calculation:
- energy relative to the best compared isomer or geometry (same formula, charge and spin) (kJ/mol) = 158.0
- total charge = -1
- SMILES = O=C1C=N[C@@H]([S-])S1


Below is an isolated ion of composition C3H2NOS2 and charge -1, with properties calculated with the ωB97M-V functional and the def2-TZVPD basis.

Structure (XYZ):
```
9
Properties=species:S:1:pos:R:3:forces:R:3:nbo_charge:R:1
C 0.531 -0.176 -0.665 0.51 -0.32 -2.21 0.072
C -0.609 -0.115 -1.621 0.02 -0.36 1.01 0.286
C -0.182 1.272 0.846 -2.99 1.36 0.14 -0.078
N 0.763 0.613 0.305 1.99 -0.31 0.71 -0.540
O -0.957 0.536 -2.557 0.47 1.31 -1.57 -0.584
S 0.131 2.618 1.722 -0.56 0.79 0.76 -0.254
S -1.465 -1.222 -0.715 -1.05 -1.97 0.67 -0.276
H 1.371 -0.800 -0.815 0.36 -1.45 -0.81 0.191
H -1.225 0.856 0.533 1.25 0.95 1.29 0.182
```
Forces are in eV/Å.

Values from the calculation:
- energy relative to the best compared isomer or geometry (same formula, charge and spin) (kJ/mol) = 235.0
- total charge = -1
- SMILES = O=C1S[C@@H]1/N=C/[S-]


Below is a 2-piece molecular cluster, C3H2O2 overall, with properties calculated with the ωB97M-V functional and the def2-TZVPD basis.

Structure (XYZ):
```
7
Properties=species:S:1:pos:R:3:forces:R:3:nbo_charge:R:1
C 1.408 0.007 -0.018 0.91 -0.87 0.07 -0.794
C -2.837 -0.524 0.369 0.21 -0.33 -0.24 0.511
C 0.468 0.887 -0.048 -1.15 1.02 -0.06 0.722
O -0.385 1.676 -0.077 0.30 -0.25 0.00 -0.459
O -2.270 -1.286 -0.241 -0.21 0.33 0.25 -0.510
H 2.264 0.131 0.615 0.15 0.23 0.22 0.264
H 1.352 -0.892 -0.599 -0.21 -0.14 -0.25 0.266
```
Forces are in eV/Å.

Values from the calculation:
- energy relative to the best compared isomer or geometry (same formula, charge and spin) (kJ/mol) = 0.0
- total charge = 0


Below is a 2-piece molecular cluster, C3H2O2S3 overall, with properties calculated with the ωB97M-V functional and the def2-TZVPD basis.

Structure (XYZ):
```
10
Properties=species:S:1:pos:R:3:forces:R:3:nbo_charge:R:1
C -1.106 -0.947 -0.589 -0.20 -1.83 0.84 0.757
C -0.492 0.421 0.093 -4.54 -0.05 -0.62 -0.285
C 0.915 0.346 0.079 3.27 -1.66 0.17 -0.353
H -2.928 -0.340 -0.194 -1.84 5.03 0.96 0.469
H 0.514 0.008 2.765 1.91 -1.95 -2.55 0.139
O -2.642 -1.172 -0.318 6.73 -4.35 -2.12 -0.683
O -0.324 -1.763 -1.061 -3.70 2.43 1.12 -0.500
S -1.527 1.620 0.567 1.52 -1.30 -0.43 0.152
S 1.579 -1.006 1.228 -2.61 3.75 1.86 0.084
S 1.839 0.942 -1.110 -0.54 -0.07 0.76 0.220
```
Forces are in eV/Å.

Values from the calculation:
- energy relative to the best compared isomer or geometry (same formula, charge and spin) (kJ/mol) = 471.1
- total charge = 0


Below is C3H2O2Tb as an isolated structure, with properties calculated with the ωB97M-V functional and the def2-TZVPD basis.

Structure (XYZ):
```
8
Properties=species:S:1:pos:R:3:forces:R:3:lowdin_spin:R:1
H 1.040 1.111 2.034 0.50 -0.69 -0.08 0.000
O -0.178 -0.442 1.163 0.23 -0.89 -1.19 0.001
O -0.930 -0.738 -1.155 -1.59 -1.81 -0.84 0.079
C 0.798 0.532 1.141 -2.00 1.04 -1.16 0.000
C 0.829 0.791 -0.205 -0.24 0.19 -0.12 0.001
C -0.189 -0.219 -0.381 1.85 1.65 3.05 0.005
H 1.087 1.658 -0.804 0.46 -0.53 -0.01 0.000
Tb -2.456 -2.693 -1.794 0.78 1.04 0.34 6.914
```
Forces are in eV/Å.

Values from the calculation:
- energy relative to the best compared isomer or geometry (same formula, charge and spin) (kJ/mol) = 0.0
- total charge = +2
- 2S+1 = 8
- ⟨S²⟩ = 15.764


Below is one molecule with the formula C3H2O3, with properties calculated with the ωB97M-V functional and the def2-TZVPD basis.

Structure (XYZ):
```
8
Properties=species:S:1:pos:R:3:forces:R:3:nbo_charge:R:1
C -0.191 0.319 1.049 2.04 -0.83 1.36 0.380
C -0.007 -0.483 -0.188 1.07 1.76 1.52 0.264
C 0.330 0.379 -1.840 1.59 0.79 -0.94 0.444
O 0.599 0.349 1.945 0.74 -0.50 0.24 -0.452
O 1.178 -0.059 -0.856 -0.21 -0.49 -0.59 -0.478
O -0.761 0.053 -1.189 -2.42 0.04 -1.44 -0.489
H -1.003 0.935 1.132 -2.84 1.67 -0.35 0.133
H -0.146 -1.494 -0.053 0.03 -2.45 0.20 0.198
```
Forces are in eV/Å.

Values from the calculation:
- energy relative to the best compared isomer or geometry (same formula, charge and spin) (kJ/mol) = 361.4
- total charge = 0